Here is 2 unconnected molecules or ions with the total composition C4H9BrN from the Open Molecules 2025 dataset. Energies are from ωB97M-V/def2-TZVPD.

Values from the calculation:
- Molecular weight: 151.03 g/mol
- HOMO (alpha / beta): -13.6 / -13.6 eV
- Total charge: +1
- Gap between HOMO and LUMO (alpha / beta): 7.540 / 7.540 eV
- Energy relative to the best compared isomer or geometry (same formula, charge and spin): 3.085 eV

Geometry as XYZ:
```
15
Properties=species:S:1:pos:R:3:mulliken_charge:R:1
C -0.87 0.90 -1.28 -0.65
C -0.41 1.00 -0.02 -0.15
C 1.48 -0.46 0.57 -0.18
C -1.24 0.69 1.18 -1.09
N 1.06 -1.66 -0.23 -0.28
Br 3.10 0.17 -0.02 0.11
H -1.85 0.51 -1.49 0.28
H -0.28 1.20 -2.14 0.32
H 0.49 1.57 0.17 0.44
H -2.04 -0.01 0.95 0.36
H -1.71 1.61 1.52 0.34
H -0.62 0.32 2.00 0.34
H 1.23 -1.56 -1.25 0.38
H 0.07 -1.82 -0.05 0.37
H 1.59 -2.48 0.09 0.39
```

=====

Here is a gas-phase ion, C4H9ClN (charge +1) at a distorted geometry from the Open Molecules 2025 dataset. Energies are from ωB97M-V/def2-TZVPD.

Values from the calculation:
- SMILES: C[N+](C)=CCCl
- Molecular weight: 106.58 g/mol
- HOMO: -15.4 eV
- Total charge: +1
- Gap between HOMO and LUMO: 9.904 eV
- Energy relative to the best compared isomer or geometry (same formula, charge and spin): 0.665 eV

Geometry as XYZ:
```
15
Properties=species:S:1:pos:R:3:mulliken_charge:R:1
C 0.08 0.00 -1.66 -0.93
N -0.03 -0.03 -0.21 0.11
C -1.13 -0.75 0.42 -0.95
C 0.87 0.59 0.51 0.05
C 1.08 0.25 1.92 -0.61
Cl 1.72 -1.43 2.02 -0.09
H -0.41 -0.88 -1.94 0.36
H 1.12 -0.21 -1.91 0.42
H -0.42 0.73 -2.35 0.31
H -1.41 -1.47 -0.34 0.34
H -1.97 -0.07 0.50 0.40
H -1.04 -1.52 1.21 0.38
H 1.62 1.21 0.07 0.48
H 1.82 0.88 2.53 0.37
H 0.13 0.41 2.42 0.35
```

=====

Here is a single C4H9ClO2 molecule at a distorted geometry from the Open Molecules 2025 dataset. Energies are from ωB97M-V/def2-TZVPD.

Values from the calculation:
- SMILES: CO[C@@H](C)[C@@H](O)Cl
- Molecular weight: 124.57 g/mol
- HOMO: -9.9 eV
- Gap between HOMO and LUMO: 10.679 eV
- Energy relative to the best compared isomer or geometry (same formula, charge and spin): 1.381 eV

Geometry as XYZ:
```
16
Properties=species:S:1:pos:R:3:mulliken_charge:R:1
C -0.81 1.26 1.43 -0.73
O 0.26 0.94 0.57 -0.36
C 0.10 -0.35 -0.18 0.56
C 0.99 -0.45 -1.36 -1.58
C 0.42 -1.50 0.77 -0.21
O 0.20 -2.75 0.23 -0.49
Cl 2.18 -1.31 1.32 -0.18
H -1.63 1.17 0.89 0.39
H -0.51 2.31 1.87 0.20
H -0.64 0.50 2.20 0.27
H -0.95 -0.33 -0.56 0.25
H 0.98 0.53 -1.89 0.36
H 0.75 -1.24 -2.08 0.42
H 2.12 -0.52 -1.25 0.31
H -0.11 -1.43 1.68 0.42
H 0.83 -2.90 -0.46 0.38
```